Molecular formula: C34H51N5O7
Method: DFT, ωB97M-V/def2-TZVPD

Cartesian coordinates (Å):
1 C -2.89 2.91 2.59
2 H -3.87 2.86 3.06
3 C -1.82 3.27 3.61
4 C -0.40 3.12 3.06
5 C -0.05 4.17 2.01
6 C 1.31 3.89 1.38
7 N 1.24 2.71 0.56
8 C 2.19 2.45 -0.34
9 O 3.18 3.15 -0.48
10 C 2.05 1.18 -1.19
11 N 0.72 0.73 -1.57
12 C -0.42 0.53 -0.89
13 O -0.66 0.87 0.26
14 C -1.48 -0.19 -1.74
15 N -1.22 -1.62 -1.77
16 C -0.27 -2.12 -2.62
17 O 0.42 -1.36 -3.30
18 N -0.14 -3.47 -2.69
19 C 1.02 -3.98 -3.42
20 C 2.10 -4.50 -2.47
21 H 3.04 -4.58 -3.01
22 H 1.86 -5.48 -2.06
23 H 2.24 -3.81 -1.65
24 C 0.62 -5.01 -4.47
25 C -0.30 -6.08 -3.89
26 C -1.54 -5.39 -3.32
27 C -1.18 -4.38 -2.22
28 C -0.82 -5.07 -0.90
29 H -0.59 -4.33 -0.14
30 H -1.68 -5.65 -0.56
31 H 0.02 -5.74 -1.01
32 H -2.07 -3.77 -2.05
33 H -2.23 -6.12 -2.91
34 H -2.05 -4.86 -4.13
35 H 0.21 -6.65 -3.12
36 H -0.60 -6.77 -4.68
37 H 1.53 -5.46 -4.88
38 H 0.10 -4.50 -5.29
39 H 1.43 -3.10 -3.94
40 H -1.46 -2.13 -0.92
41 H -1.40 0.16 -2.77
42 C -2.89 0.06 -1.19
43 H -3.51 -0.80 -1.44
44 H -2.81 0.13 -0.11
45 C -3.58 1.33 -1.73
46 C -3.95 1.16 -3.21
47 H -4.46 2.04 -3.57
48 H -3.06 1.02 -3.82
49 H -4.60 0.30 -3.34
50 C -2.69 2.56 -1.55
51 H -3.24 3.46 -1.82
52 H -2.37 2.64 -0.52
53 H -1.81 2.51 -2.18
54 C -4.87 1.53 -0.92
55 H -5.42 2.39 -1.30
56 H -5.52 0.65 -1.00
57 H -4.65 1.70 0.13
58 H 0.74 0.20 -2.45
59 H 2.55 1.42 -2.13
60 C 2.86 0.04 -0.52
61 C 2.13 -0.45 0.68
62 C 1.14 -1.36 0.67
63 N 0.49 -1.41 1.90
64 C -0.74 -2.01 2.03
65 O -1.28 -2.59 1.11
66 O -1.26 -1.90 3.25
67 C -2.55 -2.46 3.42
68 H -2.83 -2.28 4.45
69 H -3.26 -1.98 2.74
70 H -2.53 -3.53 3.21
71 C 1.14 -0.52 2.75
72 C 0.92 -0.21 4.08
73 C 1.75 0.73 4.66
74 C 2.77 1.35 3.94
75 C 2.99 1.05 2.62
76 C 2.17 0.10 2.01
77 H 3.77 1.53 2.05
78 H 3.40 2.08 4.44
79 H 1.61 0.99 5.70
80 H 0.14 -0.68 4.65
81 H 0.80 -2.00 -0.13
82 H 2.97 -0.77 -1.24
83 H 3.84 0.43 -0.26
84 H 0.43 2.09 0.64
85 C 1.72 5.06 0.49
86 O 1.18 5.36 -0.54
87 O 2.71 5.78 1.03
88 H 2.98 6.48 0.42
89 H 2.08 3.77 2.16
90 H -0.04 5.16 2.47
91 H -0.79 4.18 1.21
92 H 0.31 3.19 3.88
93 H -0.31 2.12 2.63
94 H -1.92 2.61 4.48
95 H -1.97 4.30 3.96
96 H -2.93 3.65 1.79
97 H -2.66 1.94 2.14

Output
**Energy**: -57873.8518 eV
**Lowest unoccupied orbital energy**: 0.5 eV
**Highest occupied orbital energy**: -8.31 eV
**Kohn-Sham gap**: 8.8 eV
**Energy relative to the best compared isomer or geometry (same formula, charge and spin)**: 8.55 kcal/mol